Entry 1:
Here is C13H25MnN10O3P as an isolated structure from OMol25. Energies are from ωB97M-V/def2-TZVPD.

Last column: natural (NBO) charge in e.
Cartesian coordinates (Å):
Mn -0.45 0.31 -0.24  1.45
C 4.46 0.31 -0.05  -0.42
N 3.78 1.51 -0.51  -0.39
C 4.59 2.59 -1.11  -0.43
C 2.43 1.53 -0.54  0.66
N 1.68 0.52 -0.22  -0.95
N 1.88 2.76 -0.91  -0.61
C 0.59 3.08 -1.26  0.66
N 0.45 4.35 -1.68  -0.78
N -0.38 2.22 -1.20  -0.92
H 5.51 0.54 0.12  0.24
H 4.40 -0.50 -0.78  0.21
H 4.05 -0.02 0.90  0.21
H 5.63 2.27 -1.10  0.25
H 4.53 3.51 -0.52  0.21
H 4.30 2.78 -2.14  0.22
H 2.24 -0.31 -0.06  0.38
H 2.54 3.51 -0.98  0.42
H 1.22 4.98 -1.77  0.42
H -0.46 4.70 -1.95  0.42
H -1.26 2.62 -1.52  0.38
N -4.89 0.19 0.02  -0.31
C -3.87 0.21 -0.83  0.23
N -2.75 0.43 -0.17  -0.61
C -3.17 0.52 1.13  0.28
N -4.46 0.38 1.28  -0.21
C -2.22 0.73 2.23  0.12
C -2.63 0.93 3.55  0.06
N -1.74 1.09 4.52  -0.31
C -0.46 1.07 4.19  0.02
C -0.04 0.87 2.88  0.02
N -0.93 0.70 1.90  -0.52
H -5.87 0.06 -0.17  0.45
H -3.97 0.07 -1.90  0.24
H -3.68 0.94 3.80  0.24
H 0.26 1.21 4.99  0.23
H 1.00 0.85 2.61  0.21
C -1.63 -3.43 -3.10  -0.25
O -1.91 -2.76 -1.85  -0.83
P -0.83 -2.20 -0.83  1.67
O 0.28 -3.34 -0.96  -0.82
C 1.52 -3.24 -0.24  -0.26
O -1.54 -2.41 0.58  -0.84
C -2.13 -3.68 0.98  -0.26
H -2.55 -3.93 -3.39  0.22
H -0.84 -4.17 -2.96  0.21
H -1.35 -2.70 -3.86  0.19
H 1.84 -4.25 -0.01  0.23
H 1.39 -2.70 0.70  0.18
H 2.27 -2.75 -0.86  0.19
H -2.17 -3.68 2.06  0.21
H -1.53 -4.51 0.62  0.20
H -3.14 -3.75 0.57  0.20

Properties
2S+1 = 6
Net charge = +2
Expectation value of S² = 8.754

Entry 2:
Here is one molecule with the formula C13H25N3O2S from OMol25. Energies are from ωB97M-V/def2-TZVPD.

Last column: natural (NBO) charge in e.
Cartesian coordinates (Å):
C 0.56 -0.76 3.68  -0.39
C 0.92 -1.84 3.02  -0.19
C -0.02 -2.96 2.66  -0.27
N -0.02 -3.19 1.24  -0.60
C 0.75 -4.12 0.66  0.29
S 1.54 -5.33 1.47  -0.27
N 0.80 -4.16 -0.71  -0.45
N 0.42 -3.10 -1.52  -0.48
C 1.14 -1.94 -1.63  0.68
O 2.15 -1.74 -1.00  -0.62
C 0.53 -0.95 -2.61  -0.51
C -0.73 -0.29 -2.05  -0.40
C -0.51 0.45 -0.71  0.10
O -0.18 -0.47 0.31  -0.75
C 0.52 1.57 -0.81  -0.44
C 0.57 2.44 0.45  -0.39
C -0.65 3.34 0.67  -0.40
C -0.88 4.37 -0.44  -0.40
C -1.99 3.98 -1.41  -0.60
H 1.27 0.02 3.92  0.20
H -0.45 -0.61 4.02  0.19
H 1.93 -1.98 2.68  0.21
H 0.31 -3.89 3.14  0.25
H -1.04 -2.73 2.98  0.20
H -0.33 -2.40 0.68  0.43
H 1.55 -4.75 -1.07  0.41
H -0.42 -3.23 -2.06  0.39
H 0.28 -1.47 -3.54  0.23
H 1.29 -0.20 -2.84  0.24
H -1.11 0.43 -2.78  0.22
H -1.50 -1.04 -1.90  0.20
H -1.49 0.86 -0.42  0.18
H 0.78 -0.51 0.39  0.49
H 0.31 2.18 -1.69  0.21
H 1.51 1.11 -0.95  0.22
H 0.68 1.79 1.32  0.21
H 1.46 3.07 0.39  0.20
H -1.54 2.72 0.79  0.19
H -0.49 3.85 1.62  0.21
H 0.05 4.53 -0.99  0.19
H -1.15 5.33 0.01  0.20
H -2.11 4.74 -2.18  0.21
H -2.93 3.87 -0.89  0.20
H -1.77 3.03 -1.90  0.19

Properties
Net charge = 0
SMILES = C=CCNC(=S)NNC(=O)CC[C@@H](O)CCCCC

Entry 3:
Here is a 13-piece molecular cluster, C13H26Cl26 overall in a non-equilibrium geometry from OMol25. Energies are from ωB97M-V/def2-TZVPD.

Last column: natural (NBO) charge in e.
Cartesian coordinates (Å):
C 2.00 -2.23 2.29  -0.38
Cl 0.70 -1.35 3.19  -0.05
Cl 2.78 -1.11 1.15  -0.03
H 2.76 -2.49 3.03  0.23
H 1.59 -3.12 1.82  0.24
C 3.80 2.85 3.33  -0.39
Cl 3.76 2.34 5.03  -0.02
Cl 3.29 4.56 3.17  -0.04
H 4.81 2.78 2.93  0.22
H 3.11 2.22 2.78  0.22
C -0.75 1.58 4.13  -0.39
Cl -1.42 2.85 3.06  -0.03
Cl -0.27 2.26 5.71  -0.03
H -1.44 0.75 4.24  0.22
H 0.17 1.28 3.64  0.22
C 2.69 -4.84 -2.40  -0.40
Cl 3.31 -4.09 -0.92  -0.04
Cl 3.30 -6.46 -2.76  -0.02
H 1.61 -4.94 -2.28  0.23
H 3.03 -4.16 -3.17  0.22
C -3.99 1.64 0.07  -0.39
Cl -5.40 0.55 0.33  -0.05
Cl -4.33 3.08 1.01  -0.01
H -3.09 1.17 0.47  0.23
H -3.88 1.86 -0.99  0.22
C -1.27 -4.98 -0.25  -0.42
Cl -0.61 -6.57 -0.10  0.01
Cl -0.05 -3.74 -0.43  -0.04
H -1.94 -4.85 -1.10  0.23
H -1.80 -4.77 0.68  0.23
C 0.90 4.95 -0.92  -0.38
Cl -0.90 4.96 -0.70  -0.07
Cl 1.48 6.56 -1.30  -0.01
H 1.26 4.58 0.04  0.24
H 1.13 4.34 -1.80  0.22
C -3.95 -2.21 -2.55  -0.39
Cl -4.24 -2.47 -0.84  -0.03
Cl -2.23 -2.37 -2.97  -0.04
H -4.51 -3.02 -3.03  0.23
H -4.25 -1.18 -2.73  0.23
C 1.64 0.71 -3.41  -0.40
Cl 2.66 1.80 -2.40  -0.05
Cl 1.90 -0.99 -3.11  0.00
H 0.61 1.02 -3.26  0.24
H 1.94 0.90 -4.44  0.23
C 5.61 0.83 -1.51  -0.37
Cl 7.17 -0.08 -1.46  -0.04
Cl 5.19 1.58 0.06  -0.05
H 5.74 1.65 -2.21  0.23
H 4.86 0.09 -1.77  0.23
C -3.72 -2.35 4.85  -0.38
Cl -2.65 -1.94 3.45  -0.05
Cl -2.79 -3.14 6.12  -0.01
H -4.21 -1.46 5.25  0.23
H -4.46 -3.07 4.52  0.22
C -2.85 3.73 -3.97  -0.39
Cl -3.82 4.68 -5.13  -0.02
Cl -3.13 1.99 -4.13  -0.04
H -1.80 3.91 -4.21  0.22
H -3.05 4.00 -2.93  0.23
C -0.37 -0.17 -0.24  -0.39
Cl -1.51 0.40 -1.45  -0.03
Cl 0.18 1.18 0.85  -0.06
H -0.80 -0.96 0.38  0.23
H 0.53 -0.52 -0.74  0.23

Properties
Net charge = 0

In the order shown, the computed ΔE to the lowest compared entry with this formula, charge and spin values come out to 5.7, 258.0, 30.7 kJ/mol.